A molecular structure, C32H25B3F15O35V in a non-equilibrium geometry. Source: the Open Molecules 2025 dataset; level of theory: ωB97M-V with the def2-TZVPD basis set.

The geometry in ORCA input format:
```
! wB97M-V def2-TZVPD RIJCOSX def2/J DEFGRID3
* xyz -1 2
O -2.22 -4.54 1.91
V -3.35 -3.43 1.93
O 1.45 3.05 4.33
C 0.85 2.61 3.33
O 0.78 1.35 3.00
B -0.05 1.20 1.80
O -0.43 2.59 1.50
C 0.07 3.48 2.35
O -0.14 4.70 2.35
O -1.23 0.37 2.07
C -1.09 -0.80 1.42
O -1.87 -1.72 1.48
C 0.08 -0.71 0.49
O 0.64 0.47 0.68
O 0.41 -1.63 -0.28
O -7.20 -0.66 -0.21
C -6.04 -0.28 -0.40
O -5.52 0.74 -1.10
B -4.04 0.84 -0.90
O -3.73 -0.43 -0.23
C -4.81 -1.01 0.24
O -4.80 -2.13 0.91
O -3.41 0.89 -2.22
C -2.55 1.90 -2.22
O -1.80 2.20 -3.14
C -2.81 2.70 -0.89
O -3.67 2.04 -0.16
O -2.33 3.78 -0.65
O -3.57 4.35 2.59
C -4.21 3.32 2.86
O -3.76 2.23 3.53
B -4.81 1.24 3.51
O -5.91 1.75 2.65
C -5.65 3.02 2.31
O -6.28 3.76 1.56
O -4.37 -0.02 2.92
C -4.26 -0.96 3.88
O -3.83 -2.09 3.68
C -4.75 -0.34 5.18
O -5.19 0.90 4.92
O -4.59 -0.91 6.28
C 3.41 3.61 0.79
C 4.43 2.72 0.12
O 4.60 3.16 -1.23
C 4.79 2.31 -2.30
O 5.01 1.12 -2.22
C 4.92 3.10 -3.62
F 6.06 2.68 -4.16
F 3.88 2.72 -4.34
F 5.09 4.45 -3.46
H 3.47 3.45 1.86
H 2.39 3.34 0.51
H 3.63 4.64 0.51
H 4.02 1.71 0.04
H 5.43 2.68 0.56
C 2.74 -1.72 -3.13
C 2.51 -3.16 -2.55
O 3.83 -3.66 -2.48
C 4.06 -4.86 -1.91
O 3.16 -5.50 -1.34
C 5.56 -5.40 -2.11
F 6.17 -4.70 -3.11
F 6.12 -5.33 -0.93
F 5.60 -6.71 -2.40
H 1.89 -1.04 -3.13
H 3.09 -1.65 -4.16
H 3.50 -1.17 -2.57
H 1.83 -3.77 -3.14
H 1.98 -3.23 -1.60
C -3.05 -2.23 -4.36
C -3.32 -2.85 -2.98
O -2.27 -3.69 -2.71
C -2.03 -4.08 -1.45
O -2.57 -3.55 -0.48
C -0.97 -5.19 -1.24
F -1.51 -6.21 -0.59
F -0.58 -5.66 -2.41
F 0.01 -4.69 -0.49
H -3.82 -1.52 -4.66
H -2.91 -2.92 -5.19
H -2.23 -1.51 -4.39
H -4.28 -3.36 -3.02
H -3.33 -2.12 -2.17
C 1.17 2.47 -1.79
C 1.13 3.65 -2.75
O 2.00 4.70 -2.37
C 1.64 5.60 -1.37
O 0.60 5.60 -0.66
C 2.64 6.78 -1.20
F 2.95 6.91 0.13
F 3.71 6.55 -1.90
F 1.99 7.91 -1.59
H 0.79 2.67 -0.79
H 2.15 1.99 -1.74
H 0.57 1.60 -2.04
H 0.09 3.86 -2.96
H 1.58 3.25 -3.66
C 2.99 -3.25 2.12
C 1.57 -3.49 2.60
O 1.15 -2.53 3.51
C 0.00 -2.54 4.15
O -0.98 -3.22 3.85
C -0.12 -1.50 5.25
F -1.25 -0.84 5.16
F -0.02 -2.15 6.40
F 0.91 -0.64 5.21
H 3.35 -3.91 1.33
H 3.62 -3.37 2.99
H 3.10 -2.26 1.67
H 1.54 -4.50 3.00
H 0.84 -3.39 1.80
*
```

Values from the calculation:
Frontier orbital gap (alpha / beta)   5.103 / 5.624 eV
Calculated total energy   -173747.80908 eV
⟨S²⟩   0.805
LUMO level (alpha / beta)   -2.31 / -1.79 eV
Max |F|   5.435 eV/A